1.
C22H41ClCoNOP3 | the ωB97M-V functional and the def2-TZVPD basis

Structure (ORCA input):
```
! RIJCOSX wB97M-V def2-TZVPD def2/J DEFGRID3
* xyz 3 5
Co 1.052 0.202 -0.355
P 2.164 -0.997 1.671
P 1.656 2.035 0.527
P -0.604 -1.640 0.117
H 3.113 0.248 -1.857
C 2.055 -0.064 -1.895
C 1.110 1.007 -2.172
H 1.489 2.016 -2.343
C 3.465 -1.880 0.735
C 3.166 -0.038 2.896
C 1.700 -2.286 2.914
C 0.656 3.252 -0.397
C 1.673 2.854 2.162
C 3.426 2.130 0.094
C -2.342 -1.368 -0.413
C -0.980 -2.909 1.419
C 0.071 -2.762 -1.172
H 1.889 -1.013 -2.411
H 0.442 0.843 -3.014
H 4.071 -2.479 1.427
H 4.095 -1.146 0.220
H 2.990 -2.537 -0.004
H 3.758 -0.735 3.504
H 2.491 0.500 3.569
H 3.840 0.660 2.398
H 2.555 -2.457 3.586
H 1.447 -3.238 2.436
H 0.857 -1.955 3.535
H 0.129 3.920 0.308
H -0.108 2.761 -1.033
H 1.347 3.821 -1.040
H 2.204 3.802 1.992
H 2.199 2.285 2.937
H 0.652 3.072 2.485
H 3.582 3.117 -0.361
H 3.782 1.365 -0.611
H 4.027 2.062 1.010
H -3.010 -2.079 0.092
H -2.408 -1.517 -1.494
H -2.672 -0.353 -0.172
H -1.956 -3.372 1.213
H -1.030 -2.478 2.427
H -0.226 -3.707 1.403
H -0.718 -2.987 -1.898
H 0.429 -3.677 -0.687
H 0.913 -2.312 -1.702
C -3.214 0.504 -3.478
C -1.872 0.130 -3.234
C -1.371 -1.025 -3.818
C -2.235 -1.875 -4.536
C -3.570 -1.515 -4.735
C -4.068 -0.323 -4.217
O -3.685 1.735 -3.076
H -2.947 2.285 -2.858
H -1.287 0.831 -2.640
H -0.304 -1.241 -3.784
H -1.823 -2.797 -4.955
H -4.232 -2.153 -5.335
H -5.084 0.042 -4.423
Cl -3.918 3.324 1.398
C -2.817 2.176 2.047
C -2.868 1.823 3.404
C -1.919 0.905 3.880
C -0.947 0.424 2.987
N -0.915 0.776 1.703
C -1.843 1.604 1.214
H -3.623 2.262 4.030
H -1.910 0.558 4.900
H -0.176 -0.259 3.337
H -1.815 1.846 0.144
*
```

The calculation puts the orbital gap (alpha / beta) at 7.04 / 4.69 eV. The value obtained for the energy is -105001.94247 eV.

***

2.
C22H41ClIN5O6PS2 | the ωB97M-V functional and the def2-TZVPD basis

Structure (ORCA input):
```
! RIJCOSX wB97M-V def2-TZVPD def2/J DEFGRID3
* xyz 1 1
C 1.455 -2.202 0.914
C 1.010 -2.723 -0.559
C 2.261 -2.452 -1.538
C 1.925 -1.311 -2.605
N 1.607 0.030 -1.951
C 0.438 0.523 -2.729
C -0.103 1.979 -2.382
C -0.854 2.127 -0.979
C -2.465 2.369 -1.112
N -3.196 1.286 -0.416
C -3.472 0.933 0.930
N -3.126 1.601 2.042
C -2.339 2.827 2.193
O -1.332 2.738 3.240
C -0.165 2.024 2.810
O 0.743 2.106 3.946
C 1.836 1.174 3.800
C 2.827 1.720 2.664
O 4.206 1.837 3.064
P -3.816 0.843 3.546
O -3.581 1.857 4.885
Cl -2.681 -0.915 3.949
N -4.232 -0.273 1.102
C -4.454 -0.677 -0.259
C -5.239 -2.019 -0.371
C -6.404 -2.146 -1.428
O -7.373 -1.401 -1.590
I -6.350 -3.912 -2.757
N -3.878 0.293 -1.112
O -4.094 0.111 -2.412
C -2.993 -0.280 -3.243
C -2.566 -1.778 -2.884
C 2.826 0.840 -2.153
S 3.122 1.581 -3.649
S 4.079 1.154 -0.852
C 5.269 -0.237 -0.634
C 5.265 -0.606 0.951
C 5.958 -2.024 1.254
H 1.620 -1.076 0.803
H 2.444 -2.717 1.138
H 0.645 -2.426 1.686
H 0.100 -2.106 -0.892
H 0.732 -3.829 -0.571
H 2.550 -3.414 -2.081
H 3.149 -2.091 -0.914
H 0.996 -1.676 -3.184
H 2.763 -1.246 -3.370
H -0.417 -0.211 -2.469
H 0.574 0.415 -3.866
H 0.776 2.718 -2.488
H -0.823 2.260 -3.240
H -0.702 1.170 -0.382
H -0.444 3.053 -0.441
H -2.793 2.350 -2.208
H -2.739 3.383 -0.662
H -3.054 3.649 2.574
H -1.817 3.274 1.299
H -0.360 0.934 2.506
H 0.319 2.635 1.965
H 1.443 0.120 3.626
H 2.393 1.172 4.803
H 2.685 1.064 1.727
H 2.502 2.781 2.348
H 4.358 1.436 3.950
H -3.584 1.226 5.651
H -4.484 -2.863 -0.576
H -5.679 -2.277 0.664
H -2.178 0.502 -3.264
H -3.386 -0.340 -4.326
H -3.489 -2.430 -3.055
H -1.692 -2.080 -3.542
H -2.320 -1.795 -1.766
H 6.345 0.112 -0.837
H 5.097 -1.161 -1.275
H 5.862 0.200 1.503
H 4.197 -0.630 1.361
H 5.740 -2.268 2.361
H 7.095 -1.997 1.170
H 5.463 -2.816 0.600
*
```

The calculation puts the orbital gap at 7.11 eV. The SMILES is CCCCN(CCCCn1c(N(COCOCCO)P(O)Cl)nc(CC(=O)I)[n+]1OCC)C(=S)SCCC. The value obtained for the energy is -94781.45966 eV.

***

3.
C22H41FN2O2S | the ωB97M-V functional and the def2-TZVPD basis

Structure (ORCA input):
```
! RIJCOSX wB97M-V def2-TZVPD def2/J DEFGRID3
* xyz 0 1
C -5.001 -0.829 -6.075
C -4.866 -0.518 -4.925
C -4.589 0.055 -3.594
C -3.641 -0.784 -2.702
C -3.304 0.133 -1.490
C -2.137 1.113 -1.740
C -1.512 1.519 -0.411
N -2.355 2.172 0.582
O -0.365 1.294 -0.154
C -4.518 -1.920 -2.101
O -5.596 -1.793 -1.587
N -3.838 -3.113 -2.322
C -3.162 -2.950 -3.620
C -2.496 -1.559 -3.374
F -2.018 -1.051 -4.546
S -1.146 -1.909 -2.159
H -5.195 -0.978 -7.111
H -5.547 0.102 -3.075
H -4.190 1.064 -3.696
H -3.156 -0.451 -0.578
H -4.192 0.743 -1.318
H -1.336 0.701 -2.346
H -2.479 2.035 -2.222
H -2.610 3.076 0.187
H -3.223 1.647 0.661
H -4.420 -3.936 -2.226
H -2.357 -3.682 -3.660
H -3.810 -2.992 -4.495
H -0.100 -2.217 -2.948
C -0.258 -1.566 1.307
C -0.563 -2.509 2.468
C 0.435 -2.389 3.618
C 1.878 -2.743 3.256
C 2.074 -4.150 2.692
C 1.691 -5.255 3.672
H 0.714 -1.780 0.857
H -1.008 -1.668 0.521
H -0.258 -0.529 1.640
H -0.602 -3.540 2.105
H -1.562 -2.284 2.853
H 0.100 -3.022 4.446
H 0.416 -1.364 4.000
H 2.499 -2.630 4.151
H 2.261 -2.017 2.534
H 3.126 -4.270 2.422
H 1.506 -4.268 1.765
H 2.282 -5.184 4.588
H 1.870 -6.238 3.233
H 0.635 -5.206 3.943
C 5.150 5.913 0.899
C 5.299 4.395 0.943
C 4.456 3.672 -0.107
C 2.945 3.869 0.033
C 2.363 3.447 1.381
C 2.537 1.962 1.675
H 4.125 6.224 1.102
H 5.789 6.384 1.648
H 5.438 6.303 -0.079
H 5.051 4.031 1.943
H 6.350 4.140 0.778
H 4.689 2.605 -0.073
H 4.760 4.013 -1.102
H 2.447 3.302 -0.760
H 2.696 4.919 -0.148
H 1.294 3.679 1.382
H 2.804 4.039 2.188
H 2.056 1.359 0.904
H 2.081 1.705 2.633
H 3.591 1.679 1.728
*
```

The calculation puts the orbital gap at 10.03 eV. The SMILES is C#CC[C@@]1(CCC(N)=O)C(=O)NC[C@]1(F)S.CCCCCC.CCCCCC. The value obtained for the energy is -44105.45421 eV.